(1)
Density functional theory data (wB97M-V/def2-TZVPD) for a 2-piece molecular cluster, C4H11N5 overall in a non-equilibrium geometry.

Geometry as XYZ:
```
20
Properties=species:S:1:pos:R:3
C -0.21 -2.04 0.76
N -0.63 0.78 -0.97
N 0.55 -0.99 0.11
C -0.59 -0.35 -1.54
C 0.73 0.41 0.80
N -0.95 2.08 -1.29
N 1.90 1.05 0.43
C 0.03 0.73 1.91
N -1.23 -0.96 -2.44
H 1.41 -1.23 -0.37
H -1.66 2.07 -2.03
H -1.30 2.49 -0.42
H 2.30 1.64 1.14
H 2.30 1.08 -0.50
H -0.77 -1.69 -2.96
H -1.27 -1.80 0.61
H 0.01 -3.00 0.29
H -0.03 -2.09 1.83
H -0.84 0.18 2.21
H 0.27 1.64 2.44
```

E_HOMO   -7.5 eV
SMILES   C=C(N)NC.N=C=NN
ΔE to the lowest compared entry with this formula, charge and spin   443.88 kJ/mol
Multiplicity   1
Total charge   0
Kohn-Sham gap   8.33 eV
DFT total energy   -432.611182 hartree

(2)
Density functional theory data (wB97M-V/def2-TZVPD) for an isolated ion of composition C9H10N and charge +1 in a non-equilibrium geometry.

Geometry as XYZ:
```
20
Properties=species:S:1:pos:R:3
C 0.93 0.66 -1.73
C 0.22 -0.49 -1.98
C 1.39 0.98 -0.44
C -0.60 -1.08 -0.81
C 0.85 0.35 0.64
C -0.12 -0.59 0.58
C -0.05 -0.21 2.64
C 1.08 0.56 2.01
C -1.95 -0.24 -1.10
N -0.69 -0.92 1.71
H 1.15 1.37 -2.59
H -0.28 -0.80 -2.96
H 2.20 1.69 -0.24
H -0.61 -2.13 -0.97
H -0.39 -0.60 3.61
H 2.12 0.10 2.43
H 1.11 1.60 2.33
H -1.95 0.28 -0.16
H -2.73 -0.91 -1.07
H -1.68 0.37 -1.90
```

E_HOMO (alpha / beta)   -13.8 / -13.8 eV
SMILES   C[C@H]1C=CC=C2CC=[N+]=C21
ΔE to the lowest compared entry with this formula, charge and spin   319.05 kJ/mol
Multiplicity   1
Total charge   +1
Kohn-Sham gap (alpha / beta)   7.70 / 7.70 eV
DFT total energy   -403.319238 hartree

(3)
Density functional theory data (wB97M-V/def2-TZVPD) for a single C4H4P2 molecule in a non-equilibrium geometry.

Geometry as XYZ:
```
10
Properties=species:S:1:pos:R:3
C 1.45 -0.04 0.45
C 0.40 -0.27 -0.46
C -1.01 0.83 -0.38
C -0.95 -0.59 0.03
P 1.05 0.62 1.99
P -1.10 0.54 1.52
H 2.41 -0.15 0.11
H 0.55 -0.61 -1.57
H -1.31 1.17 -1.29
H -1.50 -1.48 -0.40
```

E_HOMO   -8.3 eV
SMILES   C1=P#P2[C@@H]3[C@H]1[C@@H]32
ΔE to the lowest compared entry with this formula, charge and spin   60.80 kJ/mol
Multiplicity   1
Total charge   0
Kohn-Sham gap   8.01 eV
DFT total energy   -837.384959 hartree

(4)
Density functional theory data (wB97M-V/def2-TZVPD) for a 2-piece molecular cluster, C6H13NO overall in a non-equilibrium geometry.

Geometry as XYZ:
```
21
Properties=species:S:1:pos:R:3
C -0.98 -0.81 1.46
C 0.89 -1.88 0.32
N 0.12 -0.67 0.53
O 1.66 0.62 1.26
H 2.49 0.81 0.81
H -1.57 0.10 1.53
H -0.54 -1.00 2.44
H -1.65 -1.63 1.16
H 1.89 -1.63 -0.05
H 0.41 -2.54 -0.41
H 1.02 -2.38 1.28
C -0.84 1.42 -0.33
C -0.04 0.19 -0.65
C -1.84 1.87 -1.08
C 1.29 0.55 -1.21
H -0.46 1.97 0.52
H -0.58 -0.45 -1.38
H 1.88 -0.24 -1.66
H -2.29 2.84 -0.89
H -2.20 1.32 -1.94
H 1.35 1.51 -1.72
```

E_HOMO (alpha / beta)   -8.0 / -8.3 eV
ΔE to the lowest compared entry with this formula, charge and spin   627.53 kJ/mol
Multiplicity   1
Total charge   0
Kohn-Sham gap (alpha / beta)   7.80 / 8.58 eV
DFT total energy   -366.194888 hartree